{
  "formula": "C6H13N",
  "method": "wB97M-V/def2-TZVPD",
  "symbols": ["N", "C", "C", "C", "C", "C", "C", "H", "H", "H", "H", "H", "H", "H", "H", "H", "H", "H", "H", "H"],
  "positions_angstrom": [[1.12990, 1.52693, 1.21199], [-0.41811, -0.40328, 0.52756], [0.34267, -1.22027, -1.82425], [0.60174, -1.18436, -0.36168], [-0.18256, 1.12345, 0.57579], [0.65453, -2.17029, -2.65795], [-1.38128, 1.77356, 1.43034], [0.17967, -2.19051, -3.62034], [-0.30280, 1.49521, -0.52525], [-1.06887, 2.86214, 1.30749], [-1.54471, 1.44318, 2.43583], [-0.27635, -0.74668, 1.59280], [-0.24288, -0.37537, -2.16392], [1.17386, -3.02991, -2.56941], [1.04946, 2.34550, 1.81328], [-2.35546, 1.82590, 0.85644], [1.63893, -0.84249, -0.06092], [1.52420, 0.75359, 1.77989], [0.90425, -2.30104, 0.00296], [-1.42618, -0.68526, 0.24934]],
  "e_tot_ev": -7920.8842,
  "smiles": "C=CCC[C@@H](C)N",
  "lumo_energy_ev": 1.132,
  "relative_energy_kcal_mol": 44.94,
  "homo_ev": -9.161
}